Computed, not measured: a cluster of 6 separate species, C21H56N4O11S in total at a distorted geometry, with wB97M-V/def2-TZVPD.

Atoms and positions in Å:
N -0.78370 0.53298 1.41070
H -1.61512 1.07992 1.58302
H -0.67174 0.25321 0.44670
H -0.84843 -0.22361 2.07664
H 0.01548 1.08011 1.69717
S 1.74661 1.51251 3.20514
O 2.97431 2.25384 3.49731
O 1.23538 2.09068 2.00807
O 2.30673 0.20734 3.03039
O 0.71429 1.57665 4.25432
C -3.08517 -1.60682 1.92504
C -2.34860 -2.18143 3.09804
C -2.01448 -3.67441 2.86618
O -1.19457 -1.38713 3.28843
H -4.11297 -1.96497 1.86612
H -2.65103 -1.74702 0.93511
H -3.14247 -0.52899 2.07706
H -3.01359 -2.13973 3.96068
H -1.42721 -4.06722 3.69619
H -1.48504 -3.85405 1.93048
H -2.93229 -4.26006 2.81384
C 7.83431 -0.89469 -1.30013
O 6.93861 -2.04021 -1.33615
C 6.97583 -2.84854 -2.51064
C 6.00543 -4.03642 -2.29977
N 4.64950 -3.57855 -1.90099
C 3.83773 -4.67020 -1.30119
C 2.37997 -4.08095 -1.02703
O 2.35959 -3.01214 -0.12165
C 1.13831 -2.63265 0.53931
H 7.65226 -0.17743 -0.49982
H 7.70606 -0.34798 -2.23435
H 8.83765 -1.25734 -1.07677
H 7.98720 -3.10242 -2.82807
H 6.65723 -2.21476 -3.33824
H 6.42070 -4.68905 -1.53183
H 5.98556 -4.61570 -3.22289
H 4.59055 -2.78079 -1.28439
H 4.18458 -4.86907 -0.28717
H 3.75615 -5.61746 -1.83424
H 1.66745 -4.83322 -0.68863
H 1.92683 -3.70865 -1.94581
H 0.80107 -3.45930 1.16462
H 0.34502 -2.45518 -0.18684
H 1.27414 -1.73705 1.14558
C -0.03067 4.51221 -2.19688
O 0.14996 3.06827 -2.20910
C 0.68581 2.57929 -1.03264
C 1.00334 1.07714 -1.20648
N -0.14316 0.15537 -1.22589
C -1.11212 0.44884 -2.35612
C -1.85010 -0.93086 -2.64013
O -0.84257 -1.85600 -2.97390
C -1.27688 -3.16566 -3.14192
H -0.34775 4.72162 -3.21850
H 0.86794 5.00527 -1.82609
H -0.89374 4.74526 -1.57326
H -0.04841 2.80281 -0.25865
H 1.64183 3.03872 -0.78153
H 1.71132 0.73061 -0.45364
H 1.44052 0.95216 -2.19711
H 0.23514 -0.76125 -1.41776
H -0.66161 0.87277 -3.25357
H -1.86904 1.14782 -2.00032
H -2.54233 -0.68616 -3.44576
H -2.50829 -1.23349 -1.82570
H -1.65131 -3.55742 -2.19618
H -0.54116 -3.85568 -3.55507
H -2.12034 -3.16409 -3.83233
C -1.76431 6.01510 1.29228
O -2.91736 5.54085 1.90777
C -2.74006 4.69355 3.04338
C -2.04139 3.28844 2.84032
N -2.84791 2.27335 2.10693
C -3.20181 2.66105 0.73600
C -3.82246 1.53997 -0.05752
O -5.19637 1.35350 0.29799
C -5.88640 0.38012 -0.50375
H -2.14948 6.66057 0.50290
H -1.24479 5.16649 0.84724
H -1.18302 6.66855 1.94282
H -3.69052 4.55349 3.55825
H -2.15987 5.22189 3.79991
H -1.80567 2.89874 3.83061
H -1.06125 3.35000 2.36741
H -3.68448 2.19305 2.66712
H -2.24354 2.97624 0.32311
H -3.81048 3.56346 0.67879
H -3.26331 0.60675 0.00997
H -3.90597 1.94360 -1.06658
H -6.91758 0.41761 -0.15254
H -5.42782 -0.59909 -0.36603
H -5.90826 0.69270 -1.54774

Forces on the atoms, in the same order (eV/Å):
N -0.71 0.06 -0.35
H -0.40 0.25 0.15
H -0.08 -0.29 -0.43
H -0.21 -2.03 1.48
H 1.50 1.28 0.29
S 3.73 0.36 4.64
O 0.92 2.77 1.42
O -2.92 1.66 -5.07
O -0.94 -4.30 -1.34
O -0.49 0.18 0.07
C -1.33 0.55 -0.42
C 3.17 0.88 -0.48
C -0.36 0.12 0.25
O -1.38 -1.40 -0.29
H -0.49 -0.22 -0.13
H 0.52 -0.33 -0.02
H -0.11 0.07 0.08
H -0.49 0.00 0.56
H 0.15 0.11 0.00
H 0.24 0.25 -0.07
H -0.37 -0.27 0.00
C -0.57 -1.16 -0.34
O 0.50 0.57 0.77
C -0.77 0.96 0.23
C 0.01 1.41 0.79
N -0.02 -1.86 -1.25
C -1.64 2.48 1.36
C -0.51 -0.05 -0.42
O 1.33 0.65 0.52
C 0.07 -0.93 -0.52
H -0.90 -0.48 0.19
H 0.54 0.03 -0.20
H 0.35 0.03 -0.65
H 0.34 -0.67 0.52
H -0.58 0.04 -0.32
H 0.26 -0.15 0.25
H -0.31 0.01 -0.15
H 0.57 0.03 0.11
H 0.40 -0.43 0.18
H 0.21 0.33 -0.50
H 0.21 -0.69 0.27
H 0.22 -0.06 -0.68
H -0.01 0.03 0.27
H -0.14 0.08 -0.29
H 0.43 -0.10 0.06
C -0.60 -2.16 -0.12
O -0.20 1.75 -1.77
C 0.25 -1.37 1.00
C -0.45 0.14 -0.34
N -0.95 0.95 -1.59
C -0.23 -2.26 1.81
C 0.73 2.24 -0.23
O 0.54 0.30 -0.21
C -1.22 -0.29 0.05
H 0.51 0.48 -0.01
H 0.00 0.21 -0.28
H 0.05 0.21 0.41
H 0.32 -0.35 0.70
H 0.02 0.33 0.17
H -0.10 0.24 0.20
H 0.68 0.45 -0.18
H 0.06 -0.14 0.00
H 0.24 -0.23 -0.09
H 0.06 0.12 -0.04
H -0.03 -0.50 -0.72
H 0.43 -0.26 0.54
H 0.04 -0.25 0.21
H 0.45 0.50 0.18
H -0.28 -0.18 -0.26
C -0.56 0.05 -0.48
O -1.33 -0.55 0.88
C 1.25 -0.86 0.20
C -0.64 0.62 -0.55
N -0.56 1.21 0.69
C 0.46 0.16 1.05
C -0.97 0.68 -0.55
O -0.26 -0.43 0.34
C 0.53 1.17 0.93
H 0.19 -0.01 -0.30
H 0.73 0.30 0.11
H 0.49 -0.38 0.23
H -0.45 -0.05 -0.58
H 0.49 0.21 0.02
H -0.05 -0.14 0.03
H 0.16 0.21 -0.11
H -0.35 -0.53 -0.13
H 0.11 -0.30 -0.62
H -0.40 0.01 0.01
H 0.07 -0.07 -0.08
H 0.65 -0.37 -0.64
H 0.06 -0.35 0.10
H -0.14 -0.17 -0.16
H 0.27 -0.12 -0.32

## Properties
**Largest force on an atom**: 0.1182 Eh/bohr
**LUMO**: 4.06 eV
**ΔE to the lowest compared entry with this formula, charge and spin**: 179.2 kJ/mol
**E_HOMO**: 0.2244 eV
**Total charge**: -2
**Electronic energy**: -2278.339710 a.u.

How is the electron density shared among the atoms? According to Mulliken, the charges in e are: N 1.78; H 0.13; H -0.18; H 0.29; H -0.18; S 1.04; O -0.87; O -0.74; O -0.74; O -0.75; C -0.68; C 0.65; C -1.44; O -0.91; H 0.50; H -0.13; H -0.07; H 0.17; H 0.33; H 0.13; H 0.45; C -0.73; O -0.29; C -0.61; C -0.62; N -0.34; C -0.75; C -0.56; O -0.31; C -0.67; H 0.27; H 0.29; H 0.26; H 0.45; H 0.35; H 0.36; H 0.29; H 0.30; H 0.35; H 0.42; H 0.49; H 0.19; H 0.57; H 0.01; H 0.27; C -0.71; O -0.36; C 0.13; C -1.33; N -0.52; C -0.28; C -0.72; O -0.34; C -0.92; H 0.27; H 0.32; H 0.18; H -0.27; H 0.56; H 0.66; H 0.62; H -0.15; H 0.43; H -0.02; H 0.51; H 0.27; H 0.32; H 0.26; H 0.40; C -0.30; O -0.37; C -1.02; C -0.50; N -0.52; C -0.21; C 0.09; O -0.49; C -0.75; H 0.20; H -0.02; H 0.34; H 0.36; H 0.49; H 0.58; H 0.06; H 0.35; H -0.23; H 0.56; H -0.27; H 0.74; H 0.28; H 0.24; H 0.31